# 1
C36H26F9HgN4PS4 | the ωB97M-V functional and the def2-TZVPD basis

total charge: -2
total energy: -124979.9031 eV
spin multiplicity: 1
gap between HOMO and LUMO: 5.39 eV
ΔE to the lowest compared entry with this formula, charge and spin: 0.0000 eV
HOMO: -1.318 eV

Geometry (Å):
Hg (1.9305, 0.9936, -2.0581)
C (2.1679, -3.4870, -2.0309)
C (2.1962, -2.1239, -1.3621)
N (1.1114, -1.3170, -1.6427)
N (0.4890, -1.5819, -2.8920)
C (-0.6549, -2.2235, -3.0962)
N (-1.2147, -1.9961, -4.3341)
S (-1.4500, -3.2478, -2.0167)
C (3.1899, -1.8090, -0.4583)
C (4.0753, -2.8484, 0.0487)
C (4.8435, -2.7251, 1.1438)
C (4.7991, -1.4873, 1.8883)
C (4.1773, -0.4405, 1.3485)
N (3.5290, -0.4799, 0.0939)
H (1.1382, -3.8347, -2.0822)
H (2.5458, -3.4142, -3.0556)
H (2.7418, -4.2525, -1.5232)
H (0.7913, -0.9617, -3.6390)
H (-0.6125, -1.6820, -5.0804)
H (-1.9111, -2.6744, -4.5882)
H (4.0777, -3.8022, -0.4516)
H (5.4395, -3.5602, 1.4896)
H (5.2514, -1.3913, 2.8667)
H (4.1436, 0.5318, 1.8153)
S (0.0590, 2.7338, -1.9051)
C (0.4545, 3.6934, -3.3204)
C (0.0237, 5.0250, -3.3671)
C (0.2627, 5.8445, -4.4573)
C (0.9640, 5.3398, -5.5454)
C (1.4086, 4.0284, -5.5149)
C (1.1686, 3.1823, -4.4266)
S (1.7560, 1.5273, -4.5448)
H (-0.5134, 5.4111, -2.5085)
H (-0.0877, 6.8709, -4.4505)
H (1.1736, 5.9619, -6.4087)
H (1.9652, 3.6272, -6.3539)
F (-6.0509, -3.3240, -0.8144)
C (-5.9685, -1.9838, -0.9525)
F (-6.9661, -1.4754, -0.1817)
F (-6.3032, -1.7029, -2.2254)
C (-4.6284, -1.4454, -0.5661)
C (-4.0477, -0.4177, -1.2899)
C (-2.8142, 0.0806, -0.8983)
C (-2.1647, -0.4309, 0.2223)
C (-2.7638, -1.4612, 0.9423)
C (-3.9868, -1.9715, 0.5489)
P (-0.5753, 0.4089, 0.6134)
C (0.2645, -0.7920, 1.7161)
C (0.9868, -0.3796, 2.8324)
C (1.7252, -1.2875, 3.5764)
C (1.7382, -2.6253, 3.2129)
C (1.0412, -3.0484, 2.0894)
C (0.3247, -2.1365, 1.3353)
C (2.4655, -3.6219, 4.0562)
F (3.5064, -3.0857, 4.7249)
F (1.6566, -4.1647, 5.0114)
F (2.9433, -4.6648, 3.3543)
C (-1.2626, 1.5891, 1.8734)
C (-1.2552, 2.9425, 1.5564)
C (-1.8096, 3.8747, 2.4274)
C (-2.3678, 3.4543, 3.6230)
C (-2.3743, 2.1029, 3.9591)
C (-1.8258, 1.1832, 3.0853)
C (-2.9196, 4.4535, 4.5896)
F (-2.0018, 4.8421, 5.5081)
F (-3.9645, 3.9681, 5.2957)
F (-3.3491, 5.5812, 3.9903)
H (-4.5363, -0.0261, -2.1717)
H (-2.3293, 0.8575, -1.4830)
H (-2.2616, -1.8878, 1.8009)
H (-4.4403, -2.7849, 1.1013)
H (0.9960, 0.6660, 3.1174)
H (2.3020, -0.9490, 4.4265)
H (1.0858, -4.0841, 1.7767)
H (-0.1643, -2.4635, 0.4256)
H (-0.8073, 3.2711, 0.6229)
H (-1.8009, 4.9248, 2.1666)
H (-2.8127, 1.7765, 4.8934)
H (-1.8335, 0.1321, 3.3474)
S (4.4564, 1.9786, -0.2156)
C (3.4636, 0.6965, -0.6051)

Atom-resolved charges from Löwdin, all expressed in e:
1 Hg 0.70
2 C -0.05
3 C -0.33
4 N -0.08
5 N -0.08
6 C -0.90
7 N 0.06
8 S 0.56
9 C -0.17
10 C -0.07
11 C -0.13
12 C -0.11
13 C -0.18
14 N -0.12
15 H 0.01
16 H 0.08
17 H 0.05
18 H 0.06
19 H 0.09
20 H 0.06
21 H 0.08
22 H 0.08
23 H 0.09
24 H 0.06
25 S 0.45
26 C -0.73
27 C -0.17
28 C -0.14
29 C -0.15
30 C -0.17
31 C -0.74
32 S 0.41
33 H 0.08
34 H 0.08
35 H 0.08
36 H 0.08
37 F 0.12
38 C -0.57
39 F 0.11
40 F 0.12
41 C -0.15
42 C -0.01
43 C -0.08
44 C -0.36
45 C -0.09
46 C -0.02
47 P 1.10
48 C -0.36
49 C -0.08
50 C -0.02
51 C -0.14
52 C 0.00
53 C -0.10
54 C -0.57
55 F 0.12
56 F 0.11
57 F 0.13
58 C -0.34
59 C -0.07
60 C -0.01
61 C -0.14
62 C -0.02
63 C -0.08
64 C -0.58
65 F 0.12
66 F 0.12
67 F 0.12
68 H 0.12
69 H 0.08
70 H 0.10
71 H 0.12
72 H 0.11
73 H 0.12
74 H 0.13
75 H 0.05
76 H 0.04
77 H 0.12
78 H 0.12
79 H 0.11
80 S 0.45
81 C -0.89

# 2
C49H56BrMnN4O5S3Sb | the ωB97M-V functional and the def2-TZVPD basis

total energy: -208321.5758 eV
spin multiplicity: 2
gap between HOMO and LUMO (alpha / beta): 3.53 / 2.79 eV
ΔE to the lowest compared entry with this formula, charge and spin: 4.6140 eV
HOMO (alpha / beta): -4.858 / -4.129 eV

Geometry (Å):
Mn (1.4536, 0.5242, -0.3697)
O (5.2673, -1.2465, -1.1105)
C (5.8608, -0.7590, -0.0013)
C (7.2214, -0.9841, 0.1840)
C (7.8664, -0.4672, 1.2903)
C (7.1683, 0.3030, 2.2049)
C (5.8040, 0.4959, 2.0515)
C (5.1338, -0.0596, 0.9742)
C (3.6179, -0.0726, 0.7952)
O (3.2496, 0.3005, -0.4507)
N (2.9197, 0.7423, 1.7794)
N (1.5596, 0.6520, 1.4989)
C (0.6619, 1.2695, 2.2602)
C (-0.6279, 1.5075, 1.8327)
Br (-0.9266, 0.9435, -0.0593)
C (-1.6928, 2.1429, 2.4516)
C (-1.8321, 2.3551, 3.8447)
C (-1.1579, 1.5835, 4.8110)
C (-1.3261, 1.8288, 6.1542)
C (-2.1775, 2.8369, 6.5852)
C (-2.8716, 3.5946, 5.6493)
C (-2.7044, 3.3632, 4.3046)
H (4.3865, -0.8164, -1.1889)
H (7.7439, -1.5680, -0.5562)
H (8.9214, -0.6527, 1.4290)
H (7.6795, 0.7383, 3.0505)
H (5.2698, 1.0908, 2.7787)
H (3.3183, -1.1532, 0.9420)
H (3.1619, 0.4976, 2.7416)
H (0.9537, 1.6700, 3.2288)
H (-2.4539, 2.5502, 1.8044)
H (-0.5467, 0.7527, 4.4891)
H (-0.7948, 1.2202, 6.8735)
H (-2.3068, 3.0178, 7.6407)
H (-3.5482, 4.3693, 5.9825)
H (-3.2298, 3.9658, 3.5776)
S (0.3861, -3.0815, -4.8060)
C (0.0070, -3.6282, -6.3971)
C (0.0241, -2.6149, -7.3031)
C (0.3372, -1.3741, -6.7266)
C (0.5716, -1.4389, -5.3707)
C (0.9169, -0.3616, -4.4929)
C (1.0537, -0.5380, -3.1072)
N (1.3244, 0.4372, -2.2635)
C (1.5029, 1.7029, -2.7532)
C (1.4252, 1.9775, -4.1516)
C (1.6522, 3.3243, -4.5808)
C (1.9336, 4.3118, -3.7019)
C (1.9866, 4.0701, -2.2913)
C (2.2282, 5.0502, -1.3485)
C (2.2311, 4.7080, 0.0249)
C (1.9849, 3.3739, 0.3538)
N (1.7337, 2.4178, -0.5208)
C (1.7496, 2.7318, -1.8503)
C (2.4450, 5.6572, 1.0759)
C (2.7589, 6.9945, 1.0026)
C (2.8885, 7.6081, 2.2614)
C (2.6719, 6.7521, 3.2935)
S (2.3031, 5.1635, 2.7486)
C (1.1285, 0.9391, -5.0059)
H (-0.1917, -4.6681, -6.5629)
H (-0.1791, -2.7453, -8.3516)
H (0.3850, -0.4644, -7.2963)
H (0.9237, -1.5221, -2.6686)
H (1.5912, 3.5317, -5.6398)
H (2.1060, 5.3203, -4.0483)
H (2.3954, 6.0705, -1.6551)
H (1.9800, 3.0979, 1.3992)
H (2.8988, 7.5190, 0.0761)
H (3.1333, 8.6469, 2.3914)
H (2.7068, 6.9460, 4.3461)
H (1.0616, 1.1176, -6.0662)
C (1.4536, -2.2426, 2.4977)
S (0.6423, -2.3414, 0.8869)
O (0.7718, -3.6907, 0.4349)
O (-0.7423, -1.9999, 1.3017)
O (1.1171, -1.3985, -0.1202)
H (1.0492, -3.0792, 3.0556)
H (1.1649, -1.3104, 2.9649)
H (2.5263, -2.3370, 2.4012)
C (-3.7917, -5.1926, -0.3062)
C (-2.3973, -4.6622, 0.0085)
C (-1.9265, -5.1052, 1.3831)
C (-1.4363, -5.1505, -1.0699)
Sb (-2.3602, -2.3629, -0.1313)
C (-3.6194, -1.2763, -2.6421)
C (-2.2943, -1.2542, -3.3263)
C (-4.5341, -2.4075, -2.9682)
C (-4.2418, 0.0577, -2.4022)
C (-3.7707, -1.7056, 1.5652)
C (-4.4162, -0.4155, 1.0816)
C (-4.8582, -2.7402, 1.8065)
C (-3.0022, -1.4416, 2.8473)
H (-3.7279, -6.2671, -0.4877)
H (-4.1999, -4.7242, -1.1995)
H (-4.4881, -5.0381, 0.5107)
H (-1.9361, -6.1944, 1.4515)
H (-2.5662, -4.7119, 2.1732)
H (-0.9048, -4.7647, 1.5393)
H (-1.3953, -6.2405, -1.0539)
H (-0.4310, -4.7800, -0.8876)
H (-1.7623, -4.8374, -2.0643)
H (-1.7850, -2.2156, -3.2331)
H (-1.6658, -0.4700, -2.9037)
H (-2.4059, -1.0486, -4.3962)
H (-3.9886, -3.3463, -3.0187)
H (-5.0173, -2.2525, -3.9389)
H (-5.3238, -2.5022, -2.2257)
H (-3.6339, 0.6547, -1.7230)
H (-5.2469, -0.0361, -2.0022)
H (-4.3105, 0.6166, -3.3408)
H (-5.0255, -0.6052, 0.2029)
H (-3.6646, 0.3307, 0.8356)
H (-5.0569, -0.0110, 1.8644)
H (-5.3916, -2.9594, 0.8844)
H (-5.5780, -2.3455, 2.5249)
H (-4.4565, -3.6631, 2.2171)
H (-2.2911, -0.6339, 2.7033)
H (-2.4604, -2.3244, 3.1776)
H (-3.6929, -1.1443, 3.6370)

Löwdin atomic charge list, values in e, 99 entries:
1 Mn 0.32
2 O 0.07
3 C -0.27
4 C -0.01
5 C -0.09
6 C -0.11
7 C -0.05
8 C -0.08
9 C -0.43
10 O -0.20
11 N 0.07
12 N -0.12
13 C -0.20
14 C -0.45
15 Br 1.02
16 C -0.08
17 C -0.23
18 C -0.04
19 C -0.08
20 C -0.08
21 C -0.08
22 C -0.03
23 H 0.08
24 H 0.12
25 H 0.10
26 H 0.09
27 H 0.10
28 H 0.14
29 H 0.14
30 H 0.14
31 H 0.11
32 H 0.10
33 H 0.11
34 H 0.10
35 H 0.11
36 H 0.11
37 S 1.07
38 C -0.38
39 C -0.18
40 C -0.11
41 C -0.47
42 C -0.18
43 C -0.04
44 N 0.03
45 C -0.12
46 C -0.12
47 C -0.01
48 C -0.01
49 C -0.12
50 C 0.08
51 C -0.18
52 C -0.05
53 N 0.03
54 C -0.11
55 C -0.46
56 C -0.11
57 C -0.18
58 C -0.40
59 S 1.06
60 C 0.07
61 H 0.06
62 H 0.10
63 H 0.10
64 H 0.11
65 H 0.12
66 H 0.12
67 H 0.12
68 H 0.06
69 H 0.11
70 H 0.10
71 H 0.06
72 H 0.12
73 C -0.10
74 S 0.43
75 O -0.30
76 O -0.60
77 O -0.39
78 H 0.07
79 H 0.04
80 H 0.06
81 C -0.13
82 C -0.68
83 C -0.11
84 C -0.14
85 Sb 1.61
86 C -0.56
87 C -0.18
88 C -0.16
89 C -0.14
90 C -0.67
91 C -0.14
92 C -0.13
93 C -0.13
94 H 0.08
95 H 0.05
96 H 0.05
97 H 0.08
98 H 0.06
99 H 0.05

# 3
C7H10N4O | the ωB97M-V functional and the def2-TZVPD basis

SMILES: CCC/C=N/n1nccnc1=O
total energy: -15425.4247 eV
spin multiplicity: 1
gap between HOMO and LUMO (alpha / beta): 8.42 / 8.43 eV
ΔE to the lowest compared entry with this formula, charge and spin: 4.1710 eV
HOMO (alpha / beta): -8.772 / -8.773 eV

Geometry (Å):
C (3.5656, -1.6228, 0.1049)
C (2.1798, -1.0859, -0.0478)
C (2.1198, 0.4279, -0.3299)
C (0.6987, 0.9194, -0.3480)
N (-0.3288, 0.2414, 0.1650)
N (-1.6695, 0.6250, 0.1316)
N (-2.0945, 1.3789, 1.0976)
C (-3.4353, 1.3858, 1.2650)
C (-4.3110, 0.8097, 0.2695)
N (-3.8631, 0.0457, -0.6832)
C (-2.5613, -0.1473, -0.9065)
O (-1.9881, -0.8144, -1.7424)
H (3.5424, -2.5595, 0.6882)
H (4.2707, -0.8107, 0.5442)
H (3.9103, -2.0756, -0.8779)
H (1.5720, -1.1926, 0.7924)
H (1.7008, -1.7127, -0.8500)
H (2.6404, 0.9511, 0.3938)
H (2.6435, 0.6555, -1.2120)
H (0.5786, 1.7368, -1.0499)
H (-3.8260, 1.9897, 2.1332)
H (-5.3449, 0.8544, 0.4622)

Atom-resolved charges from natural (NBO), all expressed in e:
1 C -0.62
2 C -0.40
3 C -0.46
4 C 0.20
5 N -0.26
6 N -0.07
7 N -0.13
8 C -0.15
9 C 0.10
10 N -0.49
11 C 0.74
12 O -0.56
13 H 0.22
14 H 0.20
15 H 0.21
16 H 0.22
17 H 0.21
18 H 0.23
19 H 0.22
20 H 0.18
21 H 0.22
22 H 0.20

# 4
C2H3N2S2 | the ωB97M-V functional and the def2-TZVPD basis

total charge: +1
total energy: -26765.0233 eV
spin multiplicity: 1
gap between HOMO and LUMO: 8.28 eV
ΔE to the lowest compared entry with this formula, charge and spin: 0.7261 eV
HOMO: -13.983 eV

Geometry (Å):
C (0.5070, -0.0789, 0.2059)
C (-1.0802, 1.2692, 0.1011)
N (-0.5132, 0.2050, -0.6183)
N (1.2085, -1.1761, 0.0908)
S (-2.2202, 2.3470, -0.3465)
S (0.1440, 1.0072, 1.4957)
H (-0.8004, -0.3659, -1.3383)
H (0.8274, -1.9330, -0.3498)
H (1.9271, -1.2744, 0.7595)

Atom-resolved charges from natural (NBO), all expressed in e:
1 C 0.37
2 C -0.12
3 N -0.59
4 N -0.69
5 S 0.30
6 S 0.42
7 H 0.44
8 H 0.43
9 H 0.43